Formula: C11H23N3O6Ru
Source: the Open Molecules 2025 dataset
Level of theory: wB97M-V/def2-TZVPD

Computed properties:
⟨S²⟩   8.7916
Total charge   +1
Gap between HOMO and LUMO (spin up / spin down)   6.02 / 4.25 eV
LUMO level (spin up / spin down)   -0.110 / -0.272 Ha
Spin multiplicity   6

CARTESIAN COORDINATES (ANGSTROEM)
O (2.6427, -3.6730, -1.8402)
H (1.7983, -3.9023, -1.3881)
Ru (0.0116, -0.2079, -0.1384)
N (-0.6980, 1.0160, -1.5635)
N (-1.7546, 0.4053, 0.5919)
O (-0.1195, 1.4526, -2.7675)
O (-2.4646, -0.0173, 1.7262)
C (-1.9350, 1.5501, -1.3776)
C (-2.5419, 1.1967, -0.1820)
C (-2.5673, 2.4380, -2.3834)
C (-3.9275, 1.6009, 0.1983)
H (-2.0758, 2.3496, -3.3617)
H (-2.5303, 3.4984, -2.0577)
H (-3.6426, 2.1924, -2.4885)
H (-4.1302, 1.5088, 1.2766)
H (-4.7092, 1.0291, -0.3517)
H (-4.1037, 2.6563, -0.1001)
H (0.6025, 0.8062, -2.8991)
H (-1.8304, -0.5828, 2.2046)
O (0.6519, 2.1060, 1.1511)
H (0.9205, 1.8382, 0.2444)
H (-0.2319, 1.6672, 1.1952)
C (-0.8457, -2.0331, -0.6573)
H (-0.1871, -2.6935, -1.2494)
H (-1.7142, -1.5778, -1.1809)
H (-1.1888, -2.4663, 0.3050)
O (1.9454, -1.0731, -4.0504)
H (2.3686, -1.9246, -3.8577)
H (1.0419, -1.2516, -3.7344)
O (0.5982, -0.9448, 1.6516)
C (1.9683, -0.5502, 2.0502)
C (2.8099, -0.4529, 0.8257)
C (4.1837, -0.6585, 0.8980)
C (4.9603, -0.5511, -0.2500)
C (4.3060, -0.2496, -1.4498)
C (2.9203, -0.0836, -1.4464)
N (2.1719, -0.2110, -0.3230)
H (0.5651, -1.9204, 1.5868)
H (2.4051, -1.2484, 2.7685)
H (1.8600, 0.4217, 2.5236)
H (4.5513, -0.8959, 1.8965)
H (6.0425, -0.6961, -0.2331)
H (4.8061, -0.1634, -2.4187)
H (2.3552, 0.1056, -2.3641)

Force components x, y, z for each atom (eV/Å):
O -0.469 0.141 0.224
H 0.446 -0.047 -0.237
Ru 0.059 0.743 -0.824
N -0.643 0.109 -0.108
N -0.866 0.543 0.017
O 0.718 -0.899 0.410
O 0.841 -0.789 0.147
C 0.863 -0.170 -0.582
C 0.165 -0.604 0.398
C -0.583 0.540 -0.371
C -0.780 0.595 -0.119
H -0.269 0.083 0.431
H 0.105 -0.496 -0.193
H 0.576 0.060 0.013
H 0.222 -0.014 -0.558
H 0.601 0.094 0.346
H 0.208 -0.556 0.242
H -0.406 0.597 -0.194
H -0.334 0.325 -0.095
O -0.489 -0.955 -0.648
H 0.308 0.967 0.427
H 0.282 0.950 0.437
C -0.199 1.177 0.312
H -0.562 0.277 0.229
H 0.419 -1.155 -0.044
H 0.158 -0.169 -0.674
O -0.668 -0.539 0.408
H 0.219 0.158 -0.207
H 0.184 0.099 -0.454
O 0.889 -1.435 1.406
C 0.060 0.210 -0.438
C 1.327 -1.178 3.435
C 0.931 -0.165 -0.656
C 1.801 -0.758 3.121
C -1.465 0.654 -2.256
C -1.127 0.324 0.518
N -2.599 0.797 -4.676
H 0.045 0.429 0.212
H -0.324 -0.048 -0.038
H -0.247 0.158 0.092
H 0.414 0.081 -0.432
H -0.482 0.059 0.092
H -0.033 -0.089 0.469
H 0.704 -0.103 0.419

Formula: C11H23N3O6Ru
Source: the Open Molecules 2025 dataset
Level of theory: wB97M-V/def2-TZVPD

Computed properties:
⟨S²⟩   8.7719
Total charge   +1
Gap between HOMO and LUMO (spin up / spin down)   6.01 / 5.91 eV
LUMO level (spin up / spin down)   -0.114 / -0.224 Ha
Spin multiplicity   6

CARTESIAN COORDINATES (ANGSTROEM)
O (-0.1025, 3.2865, 0.8664)
H (0.4565, 4.0434, 1.2715)
Ru (0.5139, -0.0535, -0.0156)
N (-0.4658, -0.4477, -1.6962)
N (1.6329, -1.4596, -0.8397)
O (-1.7144, 0.0381, -2.0794)
O (2.9052, -1.9402, -0.4757)
C (0.0611, -1.3629, -2.5452)
C (1.2708, -1.9245, -2.0554)
C (-0.6415, -1.7025, -3.8165)
C (2.1693, -2.8390, -2.7947)
H (-1.4327, -0.9963, -4.0884)
H (-1.0994, -2.6982, -3.7452)
H (0.0707, -1.7468, -4.6493)
H (2.8950, -3.3293, -2.1538)
H (2.7375, -2.3199, -3.5769)
H (1.6219, -3.6268, -3.3228)
H (-1.8282, 0.9325, -1.6531)
H (3.0511, -1.5886, 0.4246)
O (-0.5412, -2.5016, 1.1163)
H (-1.2088, -1.9977, 0.6073)
H (0.0470, -2.8661, 0.4244)
C (1.6965, 1.4271, -0.6260)
H (1.1808, 2.3218, -0.2791)
H (1.8863, 1.4544, -1.7389)
H (2.7054, 1.3356, -0.1584)
O (-1.9439, 3.0344, -1.1577)
H (-1.5785, 3.3335, -0.2364)
H (-1.1339, 3.1822, -1.6729)
O (1.6052, -0.2908, 1.8525)
C (0.7328, -0.4462, 3.0150)
C (-0.5165, 0.3449, 2.8158)
C (-1.2735, 0.8428, 3.8784)
C (-2.4087, 1.5865, 3.6025)
C (-2.7769, 1.7934, 2.2764)
C (-1.9607, 1.2659, 1.2705)
N (-0.8354, 0.5796, 1.5329)
H (2.0918, 0.5639, 1.9028)
H (1.3106, -0.1230, 3.8719)
H (0.5811, -1.5245, 3.1244)
H (-0.9051, 0.6156, 4.8783)
H (-2.9997, 1.9919, 4.4189)
H (-3.6530, 2.3840, 1.9978)
H (-2.2030, 1.4277, 0.2289)

Force components x, y, z for each atom (eV/Å):
O 1.314 1.708 1.302
H -1.080 -1.361 -0.864
Ru -0.422 -0.212 -0.023
N -1.208 -0.854 -2.212
N 0.338 -1.869 -0.556
O -0.504 0.680 0.172
O 0.046 0.863 0.579
C -1.255 0.999 0.769
C 0.503 0.582 0.364
C 0.235 -0.478 -0.522
C 0.118 -0.550 -0.930
H 0.337 -0.097 0.353
H 0.064 0.145 0.011
H -0.051 -0.045 0.177
H -0.126 0.106 0.092
H -0.074 0.120 0.160
H -0.171 0.193 0.112
H 0.402 -0.956 -0.577
H -0.244 -0.239 -0.444
O -0.011 0.306 -0.800
H 0.221 -0.566 0.318
H -0.369 0.109 0.458
C 2.154 1.027 -0.810
H 0.165 0.483 -0.164
H -0.429 -0.041 1.115
H -0.525 0.358 -0.223
O 1.445 0.614 2.006
H -1.077 -0.660 -2.386
H -0.399 0.042 -0.266
O 0.976 0.089 2.101
C 1.319 -0.188 -0.098
C -0.339 0.334 -0.038
C 0.650 -0.499 -0.402
C -0.134 0.004 0.134
C 0.373 -0.085 -0.452
C -0.471 0.078 0.689
N -0.780 0.369 0.381
H -0.447 -0.732 0.193
H -0.189 0.177 0.386
H -0.301 0.258 -0.210
H -0.371 0.235 -0.108
H 0.048 -0.032 -0.160
H 0.280 -0.306 0.153
H -0.011 -0.109 0.221

Formula: C11H23N3PdSSe4
Source: the Open Molecules 2025 dataset
Level of theory: wB97M-V/def2-TZVPD

Computed properties:
Total charge   -2
Gap between HOMO and LUMO   4.66 eV
LUMO level   0.172 Ha
Spin multiplicity   1

CARTESIAN COORDINATES (ANGSTROEM)
Pd (-0.6657, -0.1471, 0.3603)
Se (2.0400, -0.1544, -0.3623)
Se (0.6915, -2.0442, -0.1330)
Se (-2.5049, -1.5573, -0.6367)
Se (-4.4016, -2.0267, 0.7871)
C (-2.1667, -1.4826, 6.0249)
C (-1.9024, -2.9018, 5.5346)
C (-2.3040, -3.1553, 4.0822)
C (-1.5694, -2.2837, 3.0740)
N (-2.2295, -0.9845, 2.9486)
C (-1.5252, 0.1125, 2.6196)
S (0.1084, 0.3913, 3.0620)
N (-2.2338, 1.2151, 2.1886)
C (-3.6774, 1.3209, 2.2349)
C (-4.2618, 1.4441, 3.6360)
C (-5.7755, 1.5838, 3.5716)
C (-6.4364, 1.6120, 4.9421)
H (-1.8879, -1.3715, 7.0765)
H (-3.2273, -1.2339, 5.9279)
H (-1.6086, -0.7462, 5.4475)
H (-2.4311, -3.6113, 6.1825)
H (-0.8344, -3.1223, 5.6450)
H (-3.3804, -3.0076, 3.9489)
H (-2.1169, -4.2055, 3.8403)
H (-1.5461, -2.7479, 2.0823)
H (-0.5353, -2.1130, 3.3795)
H (-3.1105, -1.1095, 2.4110)
H (-1.7041, 2.0473, 2.4012)
H (-4.1077, 0.4586, 1.7124)
H (-3.9506, 2.1928, 1.6316)
H (-3.8193, 2.3010, 4.1606)
H (-3.9945, 0.5570, 4.2186)
H (-6.1754, 0.7526, 2.9839)
H (-6.0333, 2.4952, 3.0210)
H (-6.2350, 0.6916, 5.4939)
H (-7.5206, 1.7205, 4.8703)
H (-6.0563, 2.4403, 5.5466)
C (0.5767, 3.0284, 0.4664)
C (-0.4353, 2.3765, -0.3699)
N (-1.2707, 2.1351, -1.1277)
H (0.1572, 3.9481, 0.8783)
H (1.4359, 3.2623, -0.1609)
H (0.8818, 2.3549, 1.2681)

Force components x, y, z for each atom (eV/Å):
Pd 0.109 -1.073 -0.692
Se -0.194 -0.084 0.204
Se -0.137 0.451 -0.120
Se -0.067 0.106 0.491
Se 0.243 0.041 -0.253
C -0.079 0.047 0.023
C 0.046 -0.021 0.016
C -0.072 -0.053 0.015
C 0.087 0.136 0.023
N 0.131 -0.121 -0.343
C 0.008 0.269 0.751
S -0.056 -0.012 0.019
N 0.214 0.028 0.230
C -0.047 -0.016 -0.366
C 0.018 -0.035 0.080
C -0.073 -0.028 -0.022
C 0.001 0.020 0.099
H -0.002 -0.012 0.020
H -0.006 0.002 0.000
H 0.058 -0.009 -0.031
H -0.006 -0.007 -0.001
H 0.000 0.004 -0.007
H -0.006 0.001 -0.008
H 0.045 0.001 -0.004
H -0.066 0.002 0.055
H -0.032 -0.010 -0.028
H -0.023 -0.036 0.054
H -0.082 0.050 -0.120
H -0.016 0.028 0.041
H 0.013 0.007 0.045
H -0.025 0.027 -0.031
H -0.012 -0.012 -0.046
H 0.014 -0.018 0.002
H 0.005 0.013 -0.003
H 0.032 -0.031 -0.022
H -0.022 0.017 -0.020
H 0.001 0.017 -0.005
C 0.037 -0.260 0.065
C -0.039 0.601 -0.209
N -0.055 -0.055 0.089
H -0.002 -0.001 -0.007
H 0.037 -0.036 0.036
H 0.021 0.062 -0.018

Formula: C11H23N3PdSSe4
Source: the Open Molecules 2025 dataset
Level of theory: wB97M-V/def2-TZVPD

Computed properties:
Total charge   -2
Gap between HOMO and LUMO   4.75 eV
LUMO level   0.171 Ha
Spin multiplicity   1

CARTESIAN COORDINATES (ANGSTROEM)
Pd (-2.5500, 1.2884, -1.9753)
Se (-4.9834, 1.0288, -1.3607)
Se (-4.2401, 2.5721, -2.9721)
Se (-0.8603, 2.2580, -3.4761)
Se (0.9825, 3.0687, -2.1958)
C (2.3014, 0.4942, 1.9685)
C (2.2676, 1.9014, 2.5531)
C (1.4395, 2.8934, 1.7388)
C (-0.0328, 2.5177, 1.5759)
N (-0.2483, 1.6165, 0.4575)
C (-1.0215, 0.5557, 0.4831)
S (-1.7146, -0.1263, 1.8635)
N (-1.2267, -0.0752, -0.7690)
C (-0.0100, -0.4634, -1.5225)
C (0.7799, -1.5513, -0.8109)
C (2.0931, -1.8425, -1.5268)
C (2.9274, -2.8940, -0.8051)
H (3.0093, -0.1409, 2.5084)
H (2.5940, 0.5190, 0.9160)
H (1.3189, 0.0236, 2.0325)
H (3.2893, 2.2885, 2.6348)
H (1.8711, 1.8565, 3.5746)
H (1.8676, 3.0216, 0.7400)
H (1.4858, 3.8731, 2.2243)
H (-0.6140, 3.4212, 1.3719)
H (-0.4345, 2.0500, 2.4747)
H (0.0930, 2.0029, -0.4567)
H (-1.7875, -0.8991, -0.5884)
H (0.5945, 0.4284, -1.6974)
H (-0.3480, -0.7896, -2.5053)
H (0.1792, -2.4650, -0.7354)
H (0.9924, -1.2364, 0.2144)
H (2.6602, -0.9112, -1.6179)
H (1.8844, -2.1717, -2.5499)
H (3.1665, -2.5657, 0.2097)
H (3.8686, -3.0914, -1.3241)
H (2.3820, -3.8375, -0.7237)
C (-4.3467, -2.1046, 0.1124)
C (-3.3256, -3.0994, -0.1811)
N (-2.5204, -3.8824, -0.4266)
H (-5.2036, -2.5809, 0.5875)
H (-4.6553, -1.5971, -0.8050)
H (-3.9250, -1.3538, 0.7838)

Force components x, y, z for each atom (eV/Å):
Pd 0.193 0.112 0.003
Se 0.005 0.088 -0.082
Se -0.178 -0.079 0.068
Se 0.031 -0.018 0.009
Se -0.042 -0.024 -0.018
C -0.010 -0.017 0.009
C 0.007 0.013 -0.004
C -0.003 -0.006 -0.036
C -0.021 -0.011 -0.036
N 0.006 0.016 0.052
C 0.020 -0.103 0.064
S -0.049 0.035 0.045
N 0.075 0.072 -0.016
C -0.025 -0.013 -0.002
C 0.024 0.003 -0.007
C -0.025 0.001 -0.005
C 0.010 -0.002 0.000
H 0.001 0.006 -0.002
H 0.002 0.000 -0.005
H -0.006 0.005 -0.008
H 0.001 0.001 0.000
H 0.001 0.003 -0.003
H 0.012 0.001 0.007
H -0.005 -0.003 0.006
H -0.013 -0.003 0.015
H 0.006 0.008 0.010
H -0.008 -0.023 -0.051
H -0.012 -0.008 -0.001
H -0.002 0.005 0.005
H 0.006 -0.011 -0.004
H -0.005 -0.005 0.000
H 0.000 0.003 0.015
H 0.000 0.001 0.000
H 0.004 0.001 0.000
H -0.002 0.003 -0.001
H -0.001 -0.003 0.001
H -0.003 0.002 -0.002
C 0.030 0.028 0.056
C 0.000 -0.066 -0.043
N -0.012 -0.014 0.011
H -0.011 -0.010 -0.037
H -0.014 -0.003 -0.001
H 0.009 0.014 -0.012

Formula: C11H23N5SV
Source: the Open Molecules 2025 dataset
Level of theory: wB97M-V/def2-TZVPD

Computed properties:
⟨S²⟩   2.0244
Total charge   +3
Gap between HOMO and LUMO (spin up / spin down)   7.59 / 8.70 eV
LUMO level (spin up / spin down)   -0.411 / -0.373 Ha
Spin multiplicity   3

CARTESIAN COORDINATES (ANGSTROEM)
V (-0.0408, -0.3948, -0.2777)
N (-0.8961, -1.3436, 1.3948)
C (0.2168, -1.7774, 2.3129)
C (1.1851, -2.5832, 1.4818)
N (1.5436, -1.8237, 0.2334)
C (1.6913, -2.7750, -0.9157)
C (0.3281, -3.1146, -1.4631)
N (-0.3740, -1.8196, -1.7778)
C (2.8160, -1.0649, 0.4620)
C (2.9782, -0.0003, -0.5933)
N (1.6807, 0.7624, -0.6801)
H (-1.5658, -0.7608, 1.8968)
H (-1.4386, -2.1677, 1.1302)
H (-0.1708, -2.3563, 3.1494)
H (0.6780, -0.8777, 2.7233)
H (0.7377, -3.5359, 1.1985)
H (2.0909, -2.8149, 2.0432)
H (2.2320, -3.6692, -0.6001)
H (2.2941, -2.2962, -1.6875)
H (-0.2844, -3.6522, -0.7402)
H (0.3986, -3.7379, -2.3529)
H (-1.3598, -2.0021, -1.9733)
H (-0.0188, -1.4728, -2.6723)
H (3.6668, -1.7491, 0.4782)
H (2.7520, -0.6119, 1.4544)
H (3.1765, -0.4170, -1.5780)
H (3.8007, 0.6711, -0.3551)
H (1.6122, 1.2390, -1.5801)
H (1.7115, 1.5361, -0.0111)
S (-1.6938, 0.9518, -1.0990)
C (-2.1217, 2.5337, -0.4162)
N (-3.0335, 3.2107, -1.1574)
C (-3.5425, 4.4086, -0.8173)
C (-3.1314, 5.0162, 0.3454)
C (-2.2008, 4.3597, 1.1355)
C (-1.6979, 3.1163, 0.7559)
H (-3.3644, 2.7846, -2.0180)
H (-4.2672, 4.8321, -1.4993)
H (-3.5384, 5.9781, 0.6227)
H (-1.8641, 4.8126, 2.0594)
H (-0.9859, 2.6057, 1.3880)

Force components x, y, z for each atom (eV/Å):
V -0.108 0.088 0.038
N 0.180 -0.136 0.238
C -0.190 0.100 -0.102
C 0.127 0.048 -0.152
N 0.118 -0.138 0.077
C 0.095 0.127 0.149
C -0.208 0.153 -0.068
N 0.102 -0.161 -0.232
C -0.191 -0.155 0.077
C -0.162 0.174 -0.126
N 0.231 0.012 0.141
H 0.022 0.039 0.052
H -0.005 -0.010 -0.016
H 0.002 -0.025 0.026
H 0.021 0.021 0.002
H -0.042 0.018 -0.002
H -0.017 -0.047 0.046
H -0.009 -0.032 -0.001
H -0.021 -0.011 -0.028
H 0.005 -0.023 0.015
H 0.025 -0.014 -0.018
H -0.023 -0.016 0.065
H 0.012 0.014 0.008
H 0.042 0.010 -0.032
H 0.007 0.043 -0.010
H 0.025 -0.014 -0.010
H 0.037 -0.006 0.015
H 0.021 -0.050 -0.046
H 0.030 -0.019 0.021
S -0.090 0.220 -0.009
C -0.192 -0.171 -0.200
N -0.051 0.057 -0.017
C 0.052 -0.122 -0.070
C -0.016 0.053 0.027
C 0.036 -0.007 0.034
C 0.104 -0.023 0.096
H 0.011 -0.017 -0.011
H 0.001 0.014 0.002
H 0.005 0.001 0.007
H 0.003 -0.007 0.003
H 0.009 0.009 0.012

Computed values of energy above the lowest of the compared OMol25 structures with the same formula, charge and spin (unit: kJ/mol) for the preceding records, in sequence: 289.5 40.1 159.1 8.2 0.0.